# 1
ORCA calculation (ωB97M-V/def2-TZVPD) on a 2-piece molecular cluster, H5N2OP overall.

ORCA input file:
```
! RIJCOSX wB97M-V def2-TZVPD def2/J DEFGRID3
* xyz 0 1
N 2.00 0.99 3.07
N -0.83 -0.49 -1.03
O 1.29 0.40 2.15
P 0.21 -0.74 2.53
H -1.45 -0.76 -1.77
H 2.25 1.81 2.56
H 0.03 -0.11 -1.37
H -1.30 0.27 -0.55
H -0.03 -1.19 1.09
*
```

Results
Orbital gap (spin up / spin down) (eV): 8.7 / 8.2
Lowest unoccupied orbital energy (spin up / spin down) (eV): -0.586 / 0.084

=====

# 2
ORCA calculation (ωB97M-V/def2-TZVPD) on C18H24N4O3PbS as an isolated structure.

ORCA input file:
```
! RIJCOSX wB97M-V def2-TZVPD def2/J DEFGRID3
* xyz 2 1
Pb 0.22 1.04 -0.47
N 2.40 1.64 0.71
C 2.09 2.80 1.57
C 1.60 3.94 0.70
N 0.41 3.57 -0.09
C -0.87 4.17 0.34
C -1.78 3.17 1.03
N -2.05 2.05 0.10
H 2.64 0.84 1.29
H 3.21 1.84 0.13
H 2.96 3.13 2.14
H 1.32 2.50 2.27
H 2.39 4.24 0.01
H 1.38 4.81 1.32
H 0.57 3.86 -1.05
H -1.38 4.58 -0.54
H -0.68 5.01 1.01
H -2.70 3.67 1.35
H -1.29 2.75 1.91
H -2.63 2.37 -0.68
H -2.56 1.32 0.58
N 0.15 -4.10 0.97
C -1.01 -4.39 1.51
C -1.14 -4.47 2.95
C -2.33 -4.71 3.50
C -3.52 -4.78 2.65
C -3.34 -4.90 1.21
C -2.14 -4.67 0.66
S -4.99 -3.97 3.21
O -4.71 -5.52 3.22
O -5.89 -3.55 2.20
O -4.93 -3.37 4.49
H 0.96 -3.93 1.55
H 0.28 -4.13 -0.03
H -0.26 -4.35 3.57
H -2.46 -4.80 4.57
H -4.22 -5.13 0.61
H -2.00 -4.71 -0.41
C -0.13 0.22 1.59
C -0.32 -0.41 2.61
C -0.54 -1.15 3.83
C 0.53 -1.77 4.48
C 0.31 -2.50 5.64
C -0.97 -2.60 6.17
C -2.04 -1.97 5.54
C -1.83 -1.25 4.37
H 1.53 -1.67 4.08
H 1.15 -2.96 6.15
H -1.13 -3.14 7.09
H -3.03 -2.03 5.96
H -2.65 -0.75 3.89
*
```

Results
Orbital gap (eV): 6.3
Lowest unoccupied orbital energy (eV): -7.526

=====

# 3
ORCA calculation (ωB97M-V/def2-TZVPD) on C34H72AlClILiN3O11S as an isolated structure.

ORCA input file:
```
! RIJCOSX wB97M-V def2-TZVPD def2/J DEFGRID3
* xyz 1 1
C 12.03 -1.19 -0.77
C 11.50 -0.93 -2.18
C 9.97 -1.15 -2.30
C 9.16 0.13 -2.64
C 8.37 0.71 -1.45
C 6.90 1.02 -1.77
C 6.35 2.21 -0.93
C 4.94 1.97 -0.36
C 3.84 2.59 -1.22
C 2.45 1.96 -1.00
C 1.30 2.99 -0.90
C 0.14 2.65 0.05
C -1.23 2.86 -0.61
C -2.32 2.01 0.04
C -3.74 2.39 -0.37
C -4.49 1.21 -1.14
C -3.79 1.21 -2.56
O -3.87 0.09 -3.07
O -3.24 2.23 -2.98
N -5.91 1.35 -1.12
C -6.51 0.44 -0.15
C -6.63 -0.98 -0.70
O -6.89 -1.84 0.41
C -7.16 -3.12 -0.02
O -8.27 -3.54 -0.10
C -5.95 -3.93 -0.46
C -5.76 -5.16 0.47
C -6.58 1.45 -2.41
I -8.73 1.17 -2.25
C -6.34 2.81 -3.09
C -6.32 2.70 -4.63
H 13.05 -0.82 -0.67
H 12.06 -2.26 -0.56
H 11.40 -0.70 -0.02
H 11.76 0.08 -2.50
H 12.00 -1.62 -2.87
H 9.78 -1.89 -3.07
H 9.62 -1.58 -1.36
H 9.85 0.87 -3.03
H 8.44 -0.14 -3.42
H 8.41 0.01 -0.61
H 8.87 1.63 -1.13
H 6.28 0.13 -1.61
H 6.86 1.30 -2.82
H 7.04 2.37 -0.10
H 6.35 3.09 -1.57
H 4.90 2.37 0.66
H 4.77 0.89 -0.29
H 4.14 2.45 -2.26
H 3.82 3.68 -1.05
H 2.25 1.32 -1.86
H 2.46 1.35 -0.10
H 1.77 3.93 -0.57
H 0.89 3.15 -1.91
H 0.24 1.61 0.37
H 0.22 3.27 0.94
H -1.52 3.91 -0.58
H -1.15 2.53 -1.65
H -2.26 2.11 1.12
H -2.12 0.97 -0.17
H -4.35 2.47 0.57
H -3.80 3.31 -0.94
H -4.19 0.31 -0.61
H -5.84 0.38 0.71
H -7.46 0.80 0.24
H -7.44 -1.07 -1.43
H -5.68 -1.28 -1.16
H -6.16 -4.22 -1.50
H -5.06 -3.29 -0.43
H -5.40 -6.02 -0.13
H -6.70 -5.43 0.99
H -5.03 -4.90 1.24
H -6.28 0.63 -3.07
H -7.15 3.48 -2.81
H -5.41 3.24 -2.72
H -7.15 3.24 -5.08
H -5.38 3.07 -5.03
H -6.42 1.66 -4.95
C -11.58 -2.33 0.49
O -12.78 -2.24 0.63
N -10.73 -1.30 0.83
N -10.96 -3.44 0.00
H -9.74 -1.35 0.72
H -11.15 -0.47 1.22
H -11.55 -4.22 -0.23
H -9.97 -3.54 -0.07
C 7.59 2.85 4.66
O 8.51 1.85 5.04
C 8.17 0.55 4.58
C 8.96 0.16 3.35
O 8.65 0.98 2.23
C 9.60 2.00 2.00
H 8.06 3.82 4.86
H 7.34 2.79 3.60
H 6.67 2.78 5.25
H 7.09 0.49 4.37
H 8.39 -0.15 5.38
H 8.70 -0.87 3.08
H 10.03 0.20 3.57
H 10.52 1.58 1.56
H 9.85 2.54 2.92
H 9.16 2.70 1.29
C -3.45 -1.82 4.00
C -2.25 -2.77 3.87
C -1.80 -2.73 2.40
S -2.25 -1.10 1.81
O -3.26 -1.26 0.77
O -1.05 -0.34 1.55
C -3.05 -0.53 3.28
H -3.71 -1.62 5.04
H -4.33 -2.26 3.52
H -1.44 -2.43 4.51
H -2.51 -3.78 4.18
H -0.73 -2.86 2.28
H -2.34 -3.46 1.80
H -3.88 0.11 2.98
H -2.32 0.04 3.84
Li 1.44 4.70 -2.59
Cl -7.35 -5.46 2.99
Al -4.03 -5.71 -1.58
O -5.80 -7.67 -3.25
H -6.67 -7.25 -3.29
H -5.79 -8.29 -3.98
O -5.03 1.99 2.09
H -5.66 2.41 1.49
*
```

Results
Orbital gap (eV): 1.7
Lowest unoccupied orbital energy (eV): -6.836

=====

# 4
ORCA calculation (ωB97M-V/def2-TZVPD) on a 2-piece molecular cluster, C8H9NO2 overall.

ORCA input file:
```
! RIJCOSX wB97M-V def2-TZVPD def2/J DEFGRID3
* xyz 0 1
C -3.38 -0.03 0.01
C -2.68 -1.26 0.13
C -2.46 0.96 -0.10
C -1.35 -0.99 0.08
C -0.05 1.08 -0.11
C 2.91 0.67 0.02
C 2.36 -0.37 0.98
C 1.69 -0.10 -0.31
N -1.20 0.37 -0.06
O 0.11 2.26 -0.09
O 1.55 -1.03 -1.31
H -4.45 0.09 0.00
H -3.14 -2.23 0.25
H -2.55 2.02 -0.21
H -0.50 -1.63 0.14
H 2.80 1.71 0.28
H 3.82 0.44 -0.52
H 2.90 -1.31 1.08
H 1.90 -0.03 1.89
H 1.72 -0.61 -2.16
*
```

Results
Orbital gap (eV): 9.4
Lowest unoccupied orbital energy (eV): 0.797

=====

# 5
ORCA calculation (ωB97M-V/def2-TZVPD) on C33H28I2N6O2SeY as an isolated structure.

ORCA input file:
```
! RIJCOSX wB97M-V def2-TZVPD def2/J DEFGRID3
* xyz 1 1
Y -0.08 1.56 -1.35
C -0.57 1.08 3.33
C -1.88 1.43 3.58
C -2.74 1.62 2.51
C -2.27 1.45 1.22
N -0.98 1.16 0.98
C -0.16 0.96 2.02
C -3.16 1.53 0.02
C -4.54 1.59 0.12
C -5.31 1.61 -1.03
C -4.68 1.57 -2.26
C -3.30 1.51 -2.28
N -2.56 1.49 -1.17
H 0.14 0.88 4.13
H -2.24 1.55 4.59
H -3.78 1.89 2.69
H 0.85 0.69 1.77
H -5.03 1.59 1.09
H -6.39 1.66 -0.97
H -5.23 1.59 -3.19
H -2.76 1.49 -3.22
I 3.14 1.65 -2.72
C 3.95 2.78 -1.14
I 2.84 2.68 0.65
H 3.92 3.81 -1.47
H 4.95 2.41 -0.95
C 0.31 -2.50 5.86
C 1.42 -2.18 4.89
C 2.69 -1.91 5.37
C 3.74 -1.61 4.51
C 3.51 -1.61 3.14
C 2.24 -1.88 2.64
N 2.06 -1.78 1.24
C 1.42 -2.70 0.44
C 1.41 -4.05 0.81
C 0.79 -5.00 0.03
C 0.14 -4.65 -1.16
C 0.12 -3.32 -1.53
C 0.74 -2.34 -0.75
C 0.56 -0.94 -1.13
O 1.21 0.00 -0.54
O -0.31 -0.58 -2.00
C 1.17 -2.14 3.51
C -0.23 -2.32 2.99
H 0.70 -2.64 6.87
H -0.23 -3.41 5.58
H -0.43 -1.69 5.91
H 2.87 -1.94 6.44
H 4.73 -1.39 4.89
H 4.32 -1.43 2.44
H 2.28 -0.90 0.81
H 1.93 -4.34 1.72
H 0.82 -6.04 0.33
H -0.35 -5.40 -1.77
H -0.40 -3.01 -2.43
H -0.50 -3.38 2.87
H -0.36 -1.85 2.02
H -0.95 -1.88 3.68
Se -0.74 4.23 -0.99
C 0.93 4.68 -1.63
N 1.96 4.94 -2.09
N 0.01 2.18 -9.25
C -0.03 2.12 -8.10
C -0.10 2.03 -6.66
C 0.08 3.16 -5.87
C -0.01 3.03 -4.50
N -0.24 1.85 -3.90
C -0.41 0.76 -4.67
C -0.35 0.81 -6.05
H 0.28 4.13 -6.31
H 0.13 3.88 -3.86
H -0.58 -0.17 -4.15
H -0.49 -0.09 -6.63
*
```

Results
Orbital gap (eV): 6.8
Lowest unoccupied orbital energy (eV): -3.413

=====

# 6
ORCA calculation (ωB97M-V/def2-TZVPD) on C12H23F3NNiO5P2S as an isolated structure.

ORCA input file:
```
! RIJCOSX wB97M-V def2-TZVPD def2/J DEFGRID3
* xyz 1 3
Ni 0.10 0.00 0.20
P -0.50 2.07 -0.39
C 1.26 2.67 -0.46
C 2.25 1.73 0.01
N 1.85 0.45 0.41
C 2.60 -0.38 1.15
C 3.85 0.05 1.56
C 4.37 1.21 1.02
C 3.63 2.00 0.15
C 1.94 -1.67 1.61
P 0.42 -2.06 0.58
H 3.98 2.92 -0.29
H 4.39 -0.56 2.26
H 5.33 1.56 1.34
H 2.59 -2.56 1.60
H 1.57 -1.62 2.65
H 1.09 1.33 -3.56
H 1.56 3.19 -1.40
H -0.38 -1.07 -3.35
O 1.34 1.08 -4.48
H 2.02 0.29 -4.32
H -0.83 -0.55 -0.46
O -0.99 -1.77 -3.13
H -1.81 -1.24 -2.75
C 1.05 -3.27 -0.61
H 1.46 -4.15 -0.08
H 0.22 -3.56 -1.28
H 1.84 -2.78 -1.19
C -0.78 -2.94 1.63
H -1.64 -3.22 0.99
H -0.36 -3.85 2.09
H -1.18 -2.25 2.39
C -0.87 2.96 1.12
H -0.39 3.92 0.95
H -1.93 3.05 1.33
H -0.39 2.47 1.96
C -1.64 2.46 -1.72
H -2.65 2.16 -1.46
H -1.60 3.53 -1.87
H -1.39 1.95 -2.65
F -5.23 -0.35 2.37
C -4.65 -0.87 1.27
F -4.35 -2.18 1.52
F -5.52 -0.83 0.24
S -3.12 0.06 0.85
O -3.54 1.43 0.59
O -2.24 -0.12 2.01
O -2.73 -0.68 -0.39
*
```

Results
Orbital gap (spin up / spin down) (eV): 8.6 / 7.0
Lowest unoccupied orbital energy (spin up / spin down) (eV): -3.896 / -5.965
⟨S²⟩: 2.03

=====

# 7
ORCA calculation (ωB97M-V/def2-TZVPD) on a single CCl3NSi molecule.

ORCA input file:
```
! RIJCOSX wB97M-V def2-TZVPD def2/J DEFGRID3
* xyz 0 1
C -0.76 -1.39 0.55
N -0.95 -2.50 0.79
Si -0.77 0.29 -0.10
Cl 2.77 1.48 -1.10
Cl -0.88 1.54 1.40
Cl 0.59 0.58 -1.54
*
```

Results
Orbital gap (spin up / spin down) (eV): 8.3 / 6.3
Lowest unoccupied orbital energy (spin up / spin down) (eV): -2.212 / -2.831

=====

# 8
ORCA calculation (ωB97M-V/def2-TZVPD) on a 5-piece molecular cluster, C26H46Br3O14PSi overall.

ORCA input file:
```
! RIJCOSX wB97M-V def2-TZVPD def2/J DEFGRID3
* xyz 0 1
C -2.63 0.62 -2.96
C -1.24 0.69 -3.69
C -0.05 0.76 -2.71
C 0.22 -0.51 -1.83
C 1.60 -0.26 -1.10
Si 0.21 -2.19 -2.72
C 1.10 -3.42 -1.52
O 0.78 -3.13 -0.14
C -0.52 -3.59 0.20
C 1.03 -2.22 -4.44
Br 2.39 -0.82 -4.75
C 1.70 -3.59 -4.85
C 3.13 -3.80 -4.27
Br 0.51 -5.13 -4.53
P -1.86 -3.08 -2.93
O -2.78 -2.28 -1.73
Br -2.67 -2.56 -4.99
H -2.43 0.39 -1.90
H -3.07 1.64 -2.95
H -3.30 -0.10 -3.44
H -1.14 -0.07 -4.49
H -1.25 1.66 -4.22
H -0.29 1.58 -2.00
H 0.84 1.11 -3.25
H -0.55 -0.54 -1.03
H 1.44 -0.17 -0.01
H 1.99 0.71 -1.43
H 2.36 -1.01 -1.36
H 0.81 -4.47 -1.70
H 2.19 -3.36 -1.58
H -1.19 -2.72 0.27
H -0.48 -4.03 1.22
H -0.91 -4.38 -0.46
H 0.25 -2.06 -5.21
H 1.82 -3.52 -5.94
H 3.37 -3.15 -3.43
H 3.30 -4.83 -3.94
H 3.85 -3.56 -5.06
H -3.65 -2.08 -2.10
C -3.61 1.57 2.30
C -2.76 2.69 1.72
C -3.52 3.90 1.26
O -2.66 4.44 0.25
C -1.95 3.39 -0.25
O -1.27 3.45 -1.23
O -2.12 2.28 0.50
H -3.40 0.62 1.82
H -3.41 1.46 3.37
H -4.68 1.78 2.20
H -1.97 2.97 2.43
H -3.69 4.62 2.05
H -4.48 3.65 0.79
C 5.31 -8.87 -4.51
C 6.35 -7.76 -4.40
C 6.94 -7.58 -3.02
O 7.32 -6.20 -3.04
C 6.50 -5.57 -3.91
O 6.42 -4.40 -4.03
O 5.77 -6.47 -4.62
H 4.39 -8.50 -4.97
H 5.69 -9.68 -5.13
H 5.06 -9.30 -3.54
H 7.14 -7.91 -5.14
H 7.80 -8.22 -2.84
H 6.21 -7.72 -2.22
C -2.66 2.52 8.35
C -3.24 3.56 7.41
C -4.71 3.39 7.10
O -4.81 4.02 5.81
C -3.60 3.90 5.22
O -3.38 4.15 4.08
O -2.67 3.47 6.10
H -1.77 2.06 7.93
H -2.38 2.98 9.30
H -3.37 1.73 8.58
H -3.03 4.57 7.79
H -5.36 3.89 7.82
H -5.01 2.35 7.00
C 0.23 6.25 1.80
C -0.38 6.36 3.19
C -0.24 7.71 3.84
O -0.28 7.38 5.23
C 0.19 6.12 5.35
O 0.46 5.60 6.39
O 0.31 5.53 4.14
H 0.92 5.40 1.73
H -0.55 6.11 1.05
H 0.78 7.15 1.52
H -1.42 6.04 3.18
H -1.05 8.40 3.58
H 0.72 8.20 3.63
*
```

Results
Orbital gap (eV): 8.3
SMILES string: CCC[C@H](C)[Si@](COC)([C@@H](Br)[C@@H](C)Br)P(O)Br.C[C@@H]1COC(=O)O1.C[C@@H]1COC(=O)O1.C[C@@H]1COC(=O)O1.C[C@@H]1COC(=O)O1
Lowest unoccupied orbital energy (eV): 0.467